Density functional theory data (the ωB97M-V functional and the def2-TZVPD basis) for a molecular structure, C27H30Cl3N4NiO4SSi2 at a distorted geometry.

The HOMO energy (spin up / spin down) is -0.1768 / -0.1524 Ha. The energy is -5433.21300 a.u. For the LUMO energy (spin up / spin down), the calculation gives 1.7097 / 1.7116 eV. The charge is -1. The value obtained for the relative energy (zero: lowest compared OMol25 entry of this formula, charge and spin) is 0.5333 eV.

Geometry as XYZ:
```
72
Properties=species:S:1:pos:R:3:lowdin_charge:R:1
Ni -0.289 0.005 0.188 0.000
Cl -3.539 -1.620 1.416 0.130
Cl -3.696 -0.031 -1.405 0.097
Cl -3.500 1.593 1.391 0.099
S 3.202 0.469 -0.570 0.580
Si -0.030 -2.285 -0.168 0.579
Si -2.537 -0.043 0.382 -0.524
O 4.284 -0.033 0.246 -0.318
O -1.203 4.091 -3.690 0.082
O 3.041 -0.067 -1.892 -0.285
O 0.125 6.271 -4.954 -0.041
N -0.965 6.156 -2.821 0.083
N -0.550 2.220 -0.063 0.013
N 0.544 0.106 2.073 0.038
N 1.788 0.372 0.203 -0.133
C -0.222 -3.178 1.524 -0.227
C 2.558 3.086 -1.142 -0.042
C 4.012 -4.188 -1.647 -0.109
C 4.177 4.851 -1.449 -0.277
C 0.300 0.243 3.373 -0.138
C 5.186 3.951 -1.121 -0.041
C -0.549 4.348 1.015 -0.029
C -0.766 4.991 -0.185 -0.005
C 3.573 2.205 -0.819 -0.267
C -0.422 2.970 1.035 -0.126
C -0.883 4.220 -1.344 -0.112
C 2.858 4.403 -1.443 -0.030
C 1.618 -2.977 -0.828 -0.284
C 1.706 0.561 1.549 -0.411
C 1.715 -3.611 -2.066 -0.105
C 2.752 -2.953 -0.018 -0.128
C 2.646 1.217 2.378 -0.013
C -0.809 2.834 -1.209 -0.066
C -0.958 6.702 -4.167 -0.260
C 2.896 -4.216 -2.471 -0.103
C 4.889 2.633 -0.803 -0.050
C 2.373 1.353 3.719 -0.079
C 4.491 6.269 -1.847 -0.057
C -1.377 -3.141 -1.235 -0.251
C 3.940 -3.542 -0.422 -0.094
C 1.182 0.848 4.244 -0.090
C -1.031 4.783 -2.702 -0.428
H 2.715 -2.455 0.943 0.094
H -0.946 2.217 -2.090 0.138
H -0.861 6.068 -0.220 0.111
H -1.911 6.432 -4.630 0.127
H -0.204 -4.260 1.363 0.024
H 4.933 -4.663 -1.963 0.090
H -0.474 4.902 1.941 0.111
H 5.668 1.925 -0.546 0.113
H 4.812 -3.482 0.217 0.099
H 0.584 -2.920 2.215 0.007
H 0.035 5.309 -5.008 0.077
H 3.895 6.980 -1.273 0.075
H -1.175 -4.216 -1.254 0.022
H -0.888 7.785 -4.100 0.123
H 2.948 -4.712 -3.434 0.092
H -0.221 2.449 1.962 0.104
H 0.857 -3.633 -2.729 0.089
H 6.218 4.283 -1.123 0.107
H -2.362 -2.985 -0.792 -0.027
H 3.077 1.863 4.366 0.102
H -0.651 -0.151 3.717 0.118
H 0.951 0.929 5.297 0.091
H 3.559 1.593 1.942 0.096
H 5.545 6.501 -1.698 0.070
H -1.405 -2.769 -2.261 0.017
H 1.547 2.723 -1.181 0.082
H 2.060 5.095 -1.690 0.102
H -1.174 -2.914 1.986 -0.031
H -0.391 6.637 -2.147 0.117
H 4.257 6.422 -2.902 0.082
```